1.
A 2-piece molecular cluster, C3H12NO overall, computed with ωB97M-V/def2-TZVPD.

For the gap between HOMO and LUMO (alpha / beta), the calculation gives 3.778 / 11.267 eV. Its HOMO energy (alpha / beta) is -3.1 / -10.8 eV.

Geometry as ORCA input:
```
! wB97M-V def2-TZVPD RIJCOSX def2/J DEFGRID3
* xyz 0 2
C 2.11993 -0.96252 0.75967
O 0.92552 -1.32193 1.42975
H 2.29828 -1.73398 0.01564
H 2.96152 -0.56692 1.35611
H 2.17498 -0.25467 -0.08559
H 1.15450 -1.16167 2.37528
C -1.85523 1.44166 -0.46747
C -0.54956 0.82377 -0.52680
N -0.68852 -0.59655 -0.68697
H -2.34920 1.62360 -1.43380
H -1.97472 2.41528 0.01602
H -2.39743 0.91305 0.22677
H 0.00093 0.99686 0.38440
H 0.08714 1.18106 -1.39107
H -0.06067 -1.06112 0.03856
H -1.57906 -0.95034 -0.36276
H -0.26840 -0.78555 -1.64775
*
```

2.
An isolated ion of composition C6H10NO and charge +1, computed with ωB97M-V/def2-TZVPD.

For the gap between HOMO and LUMO, the calculation gives 9.807 eV. Its HOMO energy is -13.6 eV. The SMILES is C=C=CC/C(O)=[NH+]/C.

Geometry as ORCA input:
```
! wB97M-V def2-TZVPD RIJCOSX def2/J DEFGRID3
* xyz 1 1
C -1.14439 0.20516 -0.79231
C -0.60633 -1.14707 -0.22855
C -2.20949 0.78729 -0.29914
C -3.35548 1.24848 0.12131
C 0.63816 -0.70428 0.32106
C 2.89875 0.25215 -0.02002
N 1.73817 -0.53572 -0.36727
O 0.68098 -0.23907 1.55080
H -0.40968 0.67826 -1.45562
H -0.47447 -1.74621 -1.15413
H -4.30843 0.91987 -0.24022
H -3.42703 2.07077 0.85940
H -1.23857 -1.67231 0.58080
H 2.64729 1.27952 0.03810
H 3.22737 0.00046 1.00094
H 3.70546 0.07580 -0.65894
H 1.70904 -0.80277 -1.28029
H -0.07135 -0.67033 2.02409
*
```

3.
C22H30BHfN2O2S2 as an isolated structure, computed with ωB97M-V/def2-TZVPD.

For the gap between HOMO and LUMO, the calculation gives 6.947 eV. Its HOMO energy is -10.1 eV.

Geometry as ORCA input:
```
! wB97M-V def2-TZVPD RIJCOSX def2/J DEFGRID3
* xyz 1 1
Hf -0.12483 0.38338 -0.63611
C 1.53677 -2.39925 -0.53791
N 1.59920 -0.98654 -0.90525
C 2.02037 -0.87296 -2.31443
C 0.85360 -0.99076 -3.26884
N -0.04463 0.18050 -3.04312
C 0.49582 1.33098 -3.90263
C -1.43473 -0.07243 -3.40304
C -1.83000 0.26744 -4.72469
C -3.13233 0.28726 -5.03739
C -4.10265 0.00850 -4.05452
C -3.73201 -0.23826 -2.76132
C -2.37775 -0.35903 -2.39694
S -2.18389 -0.91333 -0.69920
C 2.25831 -0.14442 0.10336
C 2.76497 -0.66376 1.29965
C 3.79424 -0.01315 1.94967
C 4.29193 1.21318 1.45902
C 3.64321 1.88859 0.40457
C 2.47842 1.26930 -0.14190
S 1.21766 2.37609 -0.87190
H 2.57511 -2.64833 -0.20469
H 1.22904 -3.07173 -1.34823
H 0.91871 -2.60871 0.34648
H 2.75067 -1.65082 -2.54624
H 2.56719 0.04861 -2.44906
H 0.24923 -1.89531 -3.14892
H 1.13034 -0.94045 -4.34455
H 0.58089 0.94763 -4.96394
H 1.43207 1.80410 -3.54586
H -0.30469 2.06914 -3.84364
H -1.11951 0.39965 -5.49926
H -3.50265 0.59855 -6.02593
H -5.11268 0.01603 -4.40652
H -4.47845 -0.30184 -2.00186
H 2.34608 -1.54885 1.73836
H 4.11546 -0.31617 2.92937
H 5.24314 1.51162 1.90979
H 3.98489 2.85733 0.04634
C -2.37935 -1.19002 3.77471
C -0.97553 -0.65186 3.53486
C -0.13115 -0.72298 4.79123
O -0.40325 -1.58713 2.57978
B -0.11240 -1.01979 1.39126
O -0.33857 0.36354 1.44336
C -0.92736 0.76520 2.82362
C -2.30596 1.33801 2.54712
C 0.11342 1.76749 3.34334
H -2.42569 -2.22644 4.21609
H -2.97648 -1.23244 2.81546
H -2.94058 -0.57920 4.49820
H -0.07799 -1.76164 5.11758
H -0.56501 -0.14695 5.60501
H 0.87681 -0.41203 4.57795
H -2.84241 0.69815 1.86464
H -2.33484 2.34492 2.13002
H -2.86413 1.33690 3.49728
H 1.14903 1.41799 3.08743
H -0.11601 1.96946 4.41807
H -0.01910 2.70705 2.78425
*
```

Q: Which largest force on an atom values were calculated for the entries above? A: 3.51; 3.23; 2.89, in eV Å⁻¹.